1.
Here is an isolated molecule of C21H21N5O3 from the Open Molecules 2025 dataset. Energies are from wB97M-V/def2-TZVPD.

ORCA input file:
```
! wB97M-V def2-TZVPD RIJCOSX def2/J DEFGRID3
* xyz 0 1
C -1.07962 3.65014 -0.55546
C -0.98740 3.47699 -2.02857
N -0.08041 2.68657 -2.57417
N -0.26746 2.73881 -3.89953
C -1.29598 3.55748 -4.22299
C -1.78115 4.05751 -3.03297
H -2.59240 4.74423 -2.90301
C -1.73411 3.80722 -5.62057
H -2.57321 4.49715 -5.61667
H -0.92856 4.24646 -6.20951
H -2.04904 2.88220 -6.10388
C 0.54562 1.91400 -4.75242
H 0.31676 2.14140 -5.79361
H 1.59914 2.13573 -4.55512
C 0.28340 0.43187 -4.45940
N 0.68936 0.13085 -3.11007
C 1.31223 -1.00785 -2.77170
O 1.54253 -1.92653 -3.53587
C 1.69787 -1.05158 -1.33509
N 1.76517 0.02558 -0.59102
O 2.16251 -0.35600 0.63699
C 2.34538 -1.68988 0.65673
C 2.06639 -2.19511 -0.58072
H 2.10639 -3.20749 -0.91929
C 2.76535 -2.34087 1.93721
O 1.76562 -3.17879 2.47410
C 0.64655 -2.61537 3.02229
C 0.39134 -1.27154 3.12138
C -0.80229 -0.82346 3.72208
C -1.12503 0.54371 3.84460
C -2.30205 0.90059 4.44491
C -3.15061 -0.11512 4.91981
N -2.88833 -1.38836 4.81995
C -1.73731 -1.76411 4.23182
C -1.44440 -3.14134 4.11428
C -0.28773 -3.55234 3.52516
H -0.04481 -4.59848 3.42434
H -2.16090 -3.84770 4.50214
H -4.08697 0.13694 5.40185
H -2.58421 1.93627 4.55752
H -0.43975 1.28771 3.46160
H 1.07342 -0.52363 2.74840
H 3.06761 -1.56933 2.65638
H 3.61012 -3.00923 1.74624
H 0.56714 0.88898 -2.43597
H 0.85071 -0.20896 -5.13985
H -0.78581 0.21767 -4.58856
H -0.30396 3.06032 -0.07520
H -0.95464 4.69800 -0.28666
H -2.05432 3.32167 -0.19648
*
```

Summary:
HOMO-LUMO gap (eV): 8.91
Max |F| (eV/Å): 1.118
LUMO (eV): 0.43
HOMO (eV): -8.48
Electronic energy (hartree): -1312.31612

2.
Here is a structure of composition C21H21N6O2RhS2 from the Open Molecules 2025 dataset. Energies are from wB97M-V/def2-TZVPD.

ORCA input file:
```
! wB97M-V def2-TZVPD RIJCOSX def2/J DEFGRID3
* xyz 1 6
Rh -0.57117 1.57770 -0.13137
C -3.41330 1.14247 3.19820
C -2.57918 0.98878 1.97555
N -1.51452 1.88790 1.71359
N -1.55095 3.05733 2.31412
C -0.63149 3.96272 1.84558
N -0.58566 5.11851 2.53438
S 0.41235 3.71981 0.49294
C -2.76649 -0.04597 1.00905
C -3.74150 -1.07320 1.15098
C -3.84872 -2.04729 0.19754
C -2.99839 -2.02933 -0.92057
C -2.07313 -1.00878 -1.03085
N -1.95132 -0.05378 -0.11758
H -2.98698 1.89399 3.85549
H -3.48764 0.19721 3.74053
H -4.42917 1.45490 2.94189
H -1.19385 5.24738 3.32569
H 0.01926 5.86365 2.24603
H -4.38991 -1.07339 2.01573
H -4.58904 -2.82871 0.30435
H -3.05723 -2.78547 -1.69030
H -1.39765 -0.94821 -1.87938
O 2.70651 -2.28187 -4.63353
C 2.42023 -0.94178 -4.96070
C 1.92946 -0.22811 -3.73715
C 1.53763 1.06654 -3.82686
C 1.04417 1.70055 -2.69307
N 0.94278 1.08814 -1.52241
C 1.42601 -0.13058 -1.39271
C 1.88067 -0.83313 -2.49102
C 1.46939 -0.64270 0.02980
C 2.17221 -1.75444 0.42304
C 2.20386 -2.11410 1.77164
C 3.02769 -3.29744 2.21844
O 4.41247 -3.05257 2.06715
C 1.52724 -1.32736 2.67029
C 0.81995 -0.22953 2.19620
N 0.77947 0.08565 0.91698
H 3.10151 -2.71543 -5.39267
H 1.65361 -0.87719 -5.73970
H 3.30890 -0.42292 -5.33545
H 1.61816 1.61120 -4.75930
H 0.71044 2.72923 -2.70772
H 2.20677 -1.85797 -2.38497
H 2.74080 -2.32576 -0.29985
H 2.81096 -4.15764 1.58518
H 2.77281 -3.56690 3.24676
H 4.67737 -2.34693 2.66307
H 1.52966 -1.55749 3.72766
H 0.25683 0.41257 2.86188
S -2.30131 3.08221 -2.53427
C -2.06059 2.66754 -1.05830
*
```

Summary:
HOMO-LUMO gap (alpha / beta) (eV): 5.70 / 6.45
Max |F| (eV/Å): 1.833
LUMO (alpha / beta) (eV): -3.05 / -4.61
HOMO (alpha / beta) (eV): -8.75 / -11.06
Electronic energy (hartree): -2198.43214

3.
Here is an isolated molecule of C21H21N7O2S from the Open Molecules 2025 dataset. Energies are from wB97M-V/def2-TZVPD.

ORCA input file:
```
! wB97M-V def2-TZVPD RIJCOSX def2/J DEFGRID3
* xyz 0 1
C -9.16406 -2.18597 0.53934
C -8.07678 -1.17161 0.36661
C -8.37619 0.18784 0.36804
C -7.38457 1.13494 0.22519
C -6.05943 0.73138 0.07591
C -5.74282 -0.61999 0.06853
C -6.75130 -1.55543 0.21490
H -6.49541 -2.60450 0.20837
H -4.72352 -0.94849 -0.05301
N -5.08619 1.72696 -0.06802
C -3.72038 1.69744 -0.14003
N -3.29313 2.94062 -0.26661
N -4.37177 3.70654 -0.27304
N -5.42808 3.02798 -0.15841
S -2.68387 0.31889 -0.07614
C -1.10393 1.21884 -0.17492
H -1.01614 1.86959 0.69542
C -0.02672 0.14978 -0.20512
O -0.31122 -1.03058 -0.16961
N 1.21533 0.66577 -0.27917
C 2.47094 0.05780 -0.30841
C 2.94772 -1.21595 -0.38492
N 4.32520 -1.18212 -0.27489
N 4.71736 0.15451 -0.25347
C 3.60184 0.96712 -0.22016
O 3.58152 2.18301 -0.12319
C 6.00925 0.54104 0.13249
C 6.75419 -0.23846 1.01330
C 8.02487 0.16661 1.37823
C 8.55013 1.34979 0.88659
C 7.79602 2.13467 0.02980
C 6.53078 1.73396 -0.35693
H 5.93319 2.34253 -1.01507
H 8.19703 3.06379 -0.34571
H 9.54084 1.66326 1.17855
H 8.60124 -0.44101 2.05994
H 6.33064 -1.14269 1.42469
C 5.15522 -2.11843 -0.99863
H 4.98928 -3.11875 -0.60300
H 6.20038 -1.85187 -0.85784
H 4.93220 -2.11463 -2.07066
C 2.26472 -2.52240 -0.55208
H 2.46178 -2.93153 -1.54323
H 2.62175 -3.23435 0.18988
H 1.19331 -2.38825 -0.43565
H 1.32702 1.67629 -0.24907
H -1.10742 1.83013 -1.07754
H -7.61334 2.18864 0.22433
H -9.40164 0.50664 0.48307
H -8.80683 -3.18506 0.30433
H -10.01090 -1.95303 -0.10326
H -9.51814 -2.18127 1.57024
*
```

Summary:
HOMO-LUMO gap (eV): 8.72
Max |F| (eV/Å): 1.879
LUMO (eV): 0.55
HOMO (eV): -8.17
Electronic energy (hartree): -1744.77682

4.
Here is a structure of composition C21H22AsCoNO9P2 from the Open Molecules 2025 dataset. Energies are from wB97M-V/def2-TZVPD.

ORCA input file:
```
! wB97M-V def2-TZVPD RIJCOSX def2/J DEFGRID3
* xyz -2 4
Co 1.65808 -0.55074 -0.79071
O 1.74788 1.56936 2.45469
P 2.48618 0.19336 2.00579
O 2.91388 -0.29164 3.37159
O 1.51368 -0.55074 1.14139
O 3.69858 0.85056 1.20629
P 4.50428 0.09776 0.05419
O 4.93298 1.41146 -0.80011
O 5.79548 -0.53074 0.50929
O 3.57568 -0.55074 -0.93511
H 2.05638 1.60506 3.37669
H 4.23218 1.37026 -1.47641
N 1.65808 -0.67924 -2.69311
C 1.48388 0.38806 -3.61761
C 2.11678 1.61536 -2.98181
C 1.39378 1.97666 -1.67381
O 0.65118 3.00236 -1.75741
O 1.65808 1.25916 -0.66221
H 2.60728 -1.40924 -2.80681
H 0.98108 -1.81724 -2.79531
H 0.41748 0.55996 -3.79631
H 1.95638 0.15636 -4.57661
H 2.05918 2.45926 -3.67961
H 3.18118 1.45246 -2.76981
C -5.55112 -0.77594 -1.06321
C -4.75862 -1.86444 -1.43421
C -3.36562 -1.77874 -1.34801
C -2.75232 -0.60424 -0.88811
C -3.55832 0.48906 -0.52111
C -4.95102 0.40006 -0.60791
As -0.78712 -0.55074 -0.79071
C -0.62242 0.87586 0.36399
C -0.55812 2.21286 -0.03651
C -0.43762 3.21166 0.93739
C -0.37802 2.86866 2.29699
C -0.43602 1.52446 2.69149
C -0.55772 0.52796 1.70979
C -0.62802 -0.84314 1.92119
C -0.59122 -1.50394 3.15939
C -0.67902 -2.90274 3.19019
C -0.80282 -3.63134 1.99729
C -0.83972 -2.96614 0.76549
C -0.75062 -1.57224 0.74129
H -6.62942 -0.84224 -1.12961
H -5.22382 -2.77504 -1.78901
H -2.76272 -2.62824 -1.63991
H -3.12752 1.41216 -0.16731
H -5.56512 1.24426 -0.32201
H -0.60622 2.47576 -1.08541
H -0.39122 4.25136 0.64069
H -0.28582 3.64596 3.04449
H -0.38682 1.28086 3.74359
H -0.49782 -0.96064 4.08949
H -0.65162 -3.42344 4.13849
H -0.86982 -4.71104 2.02919
H -0.93402 -3.52864 -0.15401
H 1.65808 -2.14504 -0.79071
*
```

Summary:
HOMO-LUMO gap (alpha / beta) (eV): 4.82 / 6.42
Max |F| (eV/Å): 9.310
LUMO (alpha / beta) (eV): 4.57 / 4.54
HOMO (alpha / beta) (eV): -0.25 / -1.88
Electronic energy (hartree): -5846.69487

5.
Here is a structure of composition C21H22AsKN3S from the Open Molecules 2025 dataset. Energies are from wB97M-V/def2-TZVPD.

ORCA input file:
```
! wB97M-V def2-TZVPD RIJCOSX def2/J DEFGRID3
* xyz 1 1
K -0.07705 2.37829 -2.60539
N 0.64873 -2.19936 -3.23070
C 2.03553 -2.51234 -3.19156
C 2.46403 -3.82676 -3.22362
C 3.82432 -4.10419 -3.19750
C 4.74630 -3.07242 -3.09865
C 4.30687 -1.75665 -3.02236
C 2.95177 -1.47611 -3.10037
S 2.36831 0.18458 -3.11874
N 0.77744 0.02747 -2.49357
C 0.13282 -1.05689 -2.69175
C -1.32757 -1.08437 -2.31212
C -1.89394 -2.21976 -1.76074
C -3.23467 -2.19136 -1.40124
C -3.94688 -1.02796 -1.61227
C -3.29173 0.06251 -2.16711
N -2.00533 0.05383 -2.51658
H 0.01322 -2.96835 -3.35241
H 1.74274 -4.63504 -3.27633
H 4.15843 -5.13211 -3.24036
H 5.80573 -3.28927 -3.07580
H 5.02495 -0.95153 -2.91270
H -1.29185 -3.10134 -1.58537
H -3.70510 -3.06284 -0.96277
H -4.99472 -0.95032 -1.35449
H -3.83418 0.98524 -2.33998
C -0.16834 0.24331 1.08602
As -0.59681 2.02472 0.42832
C -2.42010 2.12918 1.11696
C 0.34095 3.14915 1.74846
C 0.12685 2.78776 3.18684
C -0.92230 3.34275 3.91670
C -1.14266 2.97336 5.23748
C -0.31408 2.04191 5.84995
C 0.74200 1.49149 5.13453
C 0.96014 1.86444 3.81530
H -0.35054 0.17522 2.15597
H 0.87053 0.00071 0.86768
H -0.80969 -0.46338 0.55798
H -2.44650 1.86350 2.17219
H -3.04566 1.43703 0.55358
H -2.81429 3.13673 0.99412
H 0.01164 4.16707 1.54036
H 1.39623 3.09768 1.48090
H -1.57032 4.07781 3.45127
H -1.95737 3.42096 5.79305
H -0.48496 1.75248 6.87912
H 1.40335 0.77683 5.60810
H 1.79380 1.43632 3.26961
*
```

Summary:
HOMO-LUMO gap (eV): 7.72
Max |F| (eV/Å): 0.875
LUMO (eV): -2.79
HOMO (eV): -10.51
Electronic energy (hartree): -4211.43910

6.
Here is a structure of composition C21H22AuCl3N2O4PTe from the Open Molecules 2025 dataset. Energies are from wB97M-V/def2-TZVPD.

ORCA input file:
```
! wB97M-V def2-TZVPD RIJCOSX def2/J DEFGRID3
* xyz 1 3
Au -10.99898 -11.41810 -3.49553
Cl -13.79202 -17.10759 -3.03653
C -14.56929 -15.57170 -2.76005
C -15.41351 -15.43335 -1.65790
C -15.95815 -14.15535 -1.39647
C -15.54995 -13.11433 -2.23812
O -15.76151 -11.79663 -1.69720
C -14.81529 -13.21509 -3.42116
C -14.52580 -12.17080 -4.37310
N -13.45916 -12.20412 -5.07092
C -12.92528 -11.43967 -6.09476
C -13.66237 -10.90696 -7.20107
C -13.26546 -10.94825 -8.51959
C -11.97551 -11.40033 -8.79842
C -11.09384 -11.78534 -7.75059
C -9.81991 -12.36118 -7.99720
C -9.00556 -12.77465 -6.92955
C -9.43160 -12.50470 -5.67117
N -10.57596 -11.87390 -5.42245
C -11.51872 -11.60816 -6.35147
C -14.25659 -14.47384 -3.59116
H -15.71809 -16.28799 -1.02999
H -16.71193 -13.92807 -0.59289
H -15.18932 -11.31765 -4.39026
H -14.62812 -10.55280 -6.91245
H -13.94244 -10.61722 -9.35960
H -11.67770 -11.56270 -9.79685
H -9.46300 -12.52875 -9.11003
H -8.11237 -13.32090 -7.22759
H -8.74616 -12.85228 -4.86286
H -13.57567 -14.67134 -4.45909
C -15.12171 -11.78061 2.91311
C -14.56645 -12.82813 2.00077
O -15.12062 -12.56596 0.70498
P -14.97155 -11.37616 -0.31113
O -13.55621 -10.96613 -0.61249
Te -11.44324 -10.51773 -0.99832
O -15.90966 -10.23602 0.18825
C -17.31184 -10.05304 0.18232
C -17.74410 -9.41621 -1.14991
H -14.86006 -11.99145 3.95385
H -16.21170 -11.79646 2.82339
H -14.61286 -10.83288 2.62804
H -14.85690 -13.86015 2.27754
H -13.46286 -12.82677 2.02429
H -17.53719 -9.33484 0.98355
H -17.84185 -11.01307 0.29455
H -17.00993 -8.62380 -1.26939
H -18.85437 -9.16981 -1.15692
H -17.56915 -10.17429 -1.97035
Cl -8.26997 -10.50755 -1.11217
C -8.53378 -8.91938 -1.99407
Cl -9.88548 -8.02777 -1.26068
H -8.75179 -9.11030 -3.01995
H -7.63627 -8.33393 -1.89502
*
```

Summary:
HOMO-LUMO gap (alpha / beta) (eV): 5.43 / 6.68
Max |F| (eV/Å): 4.025
LUMO (alpha / beta) (eV): -3.66 / -4.06
HOMO (alpha / beta) (eV): -9.08 / -10.74
Electronic energy (hartree): -3349.29994